[1]
DFT (wB97M-V/def2-TZVPD) results for C5H10O in the gas phase.

* spin multiplicity: 1
* orbital gap: 10.456 eV
* HOMO energy: -9.53 eV
* energy relative to the best compared isomer or geometry (same formula, charge and spin): 27.3 kcal/mol
* SMILES string: C[C@@H]1[C@H](C)[C@@H]1O
* DFT total energy: -7393.582 eV

XYZ file:
```
16
Properties=species:S:1:pos:R:3:forces:R:3:lowdin_charge:R:1
C 1.688 -0.335 0.249 0.0 0.0 -0.1 -0.065
C 0.358 -0.192 0.954 0.1 0.0 0.0 -0.249
C -0.967 -0.442 0.258 -0.1 -0.1 -0.1 -0.243
C -1.061 -0.628 -1.245 0.0 0.0 0.0 -0.067
C -0.604 0.942 0.718 -0.1 -0.1 0.2 -0.308
O -0.381 1.891 -0.286 0.3 0.2 0.0 -0.016
H 2.426 0.394 0.607 -0.1 -0.1 0.0 0.079
H 2.099 -1.333 0.438 -0.1 0.2 0.0 0.080
H 1.596 -0.228 -0.835 0.0 0.0 0.1 0.070
H 0.398 -0.500 1.999 -0.1 0.0 -0.2 0.132
H -1.707 -0.987 0.844 0.1 0.2 -0.2 0.130
H -0.360 0.018 -1.780 -0.1 -0.2 0.1 0.066
H -2.058 -0.327 -1.587 0.1 -0.1 0.1 0.082
H -0.882 -1.662 -1.555 0.0 0.1 0.1 0.077
H -1.108 1.365 1.587 0.1 -0.1 -0.1 0.140
H 0.569 2.014 -0.389 -0.1 0.1 0.0 0.092
```
Forces are in eV/Å.

=====

[2]
DFT (wB97M-V/def2-TZVPD) results for a molecular structure, C40H32F2N4O2PtSTe.

* spin multiplicity: 1
* orbital gap: 7.057 eV
* HOMO energy: -7.23 eV
* energy relative to the best compared isomer or geometry (same formula, charge and spin): 0.0 kcal/mol
* DFT total energy: -78865.583 eV

XYZ file:
```
83
Properties=species:S:1:pos:R:3:forces:R:3:lowdin_charge:R:1
Pt -0.047 0.936 1.749 0.1 0.2 -0.3 1.119
C 1.934 0.574 -4.960 -0.1 0.0 0.1 -0.052
C 1.213 0.757 -3.642 0.1 0.0 -0.2 -0.261
C 0.279 1.771 -3.448 0.0 0.1 -0.1 0.009
C -0.380 1.960 -2.250 -0.1 0.0 0.0 -0.064
C -1.264 3.170 -2.109 -0.2 -0.2 -0.1 -0.289
O -1.304 3.840 -1.107 0.2 0.1 0.0 0.128
C -2.119 3.579 -3.294 0.1 -0.2 0.1 -0.151
C -2.395 4.932 -3.463 0.0 0.1 0.0 -0.019
C -3.207 5.360 -4.503 0.0 0.0 0.0 -0.077
C -3.770 4.433 -5.373 0.0 0.0 0.0 -0.092
C -3.518 3.080 -5.198 0.0 0.0 0.1 -0.082
C -2.689 2.655 -4.166 0.0 0.0 0.0 -0.039
C -0.140 1.087 -1.144 -0.1 -0.1 -0.1 -0.299
O -0.854 1.234 -0.079 0.0 0.2 0.4 -0.213
C 0.805 0.034 -1.333 0.1 -0.1 0.1 -0.070
C 1.454 -0.078 -2.574 0.1 -0.1 0.1 0.011
C 1.107 -0.984 -0.305 0.1 0.0 -0.4 -0.186
N 0.749 -0.887 0.926 -0.1 -0.1 0.5 -0.038
C 1.044 -1.958 1.906 0.0 0.0 -0.1 -0.286
C 0.314 -3.293 1.781 0.0 0.1 -0.1 -0.473
Te -1.820 -3.284 1.991 0.1 -0.3 -0.1 1.335
C -2.311 -2.999 -0.038 0.0 0.1 -0.1 -0.559
C -2.546 -4.105 -0.854 0.0 0.1 -0.1 -0.159
C -2.860 -3.922 -2.196 0.0 0.1 0.0 -0.096
C -2.941 -2.638 -2.724 0.0 0.0 0.1 -0.086
C -2.720 -1.535 -1.907 0.1 0.0 0.0 -0.071
C -2.413 -1.711 -0.562 0.0 -0.1 0.0 -0.136
C 1.896 -2.177 -0.779 -0.2 0.0 0.0 -0.210
C 3.210 -2.366 -0.372 0.1 0.0 0.0 -0.037
C 3.920 -3.486 -0.788 0.0 0.0 0.0 -0.070
C 3.318 -4.422 -1.618 0.0 0.0 0.0 -0.081
C 2.013 -4.218 -2.055 0.0 0.0 0.0 -0.065
C 1.311 -3.094 -1.648 0.0 -0.1 0.1 -0.037
H 1.622 1.328 -5.683 0.0 0.0 0.0 0.072
H 1.727 -0.408 -5.392 0.0 0.0 0.0 0.076
H 3.018 0.654 -4.841 0.0 0.0 0.0 0.077
H 0.092 2.470 -4.259 0.0 0.0 0.0 0.126
H -1.967 5.635 -2.759 0.0 0.0 0.0 0.119
H -3.408 6.416 -4.632 0.0 0.0 0.0 0.101
H -4.408 4.765 -6.184 0.0 0.0 0.0 0.100
H -3.967 2.353 -5.864 0.0 0.0 0.0 0.100
H -2.495 1.598 -4.028 0.0 0.0 0.0 0.107
H 2.186 -0.864 -2.712 0.0 0.0 0.0 0.120
H 0.803 -1.543 2.880 0.0 0.0 0.0 0.067
H 2.115 -2.166 1.912 0.1 0.0 0.0 0.105
H 0.654 -3.934 2.597 0.0 0.0 0.0 0.043
H 0.522 -3.812 0.851 0.1 0.0 -0.1 0.037
H -2.475 -5.105 -0.444 0.0 0.0 0.0 0.085
H -3.043 -4.783 -2.828 0.0 0.0 0.0 0.100
H -3.177 -2.497 -3.772 0.0 0.0 0.0 0.102
H -2.779 -0.531 -2.313 0.0 0.0 0.0 0.102
H -2.237 -0.843 0.064 0.0 0.0 0.0 0.081
H 3.688 -1.627 0.263 0.0 0.0 0.0 0.124
H 4.945 -3.622 -0.467 0.0 0.0 0.0 0.104
H 3.868 -5.300 -1.934 0.0 0.0 0.0 0.102
H 1.541 -4.933 -2.718 0.0 0.0 0.0 0.106
H 0.300 -2.922 -2.001 -0.1 0.0 0.0 0.121
N 0.987 0.418 5.791 0.1 -0.1 0.3 0.186
C 2.155 1.043 5.393 0.0 0.0 0.1 -0.175
C 3.289 1.458 6.085 -0.1 0.0 0.0 -0.018
C 4.264 2.088 5.341 0.0 0.1 -0.1 -0.083
C 4.115 2.301 3.956 0.1 0.0 0.1 -0.074
C 2.988 1.884 3.280 0.0 0.0 -0.1 0.001
C 2.005 1.243 4.026 0.0 0.0 -0.3 -0.199
N 0.771 0.738 3.625 0.0 0.2 -0.3 -0.026
C 0.195 0.270 4.703 -0.6 -0.1 0.2 -0.250
C -1.167 -0.286 4.747 0.6 0.4 -0.5 -0.327
C -1.802 -0.859 5.798 0.1 -0.3 0.5 -0.354
S -3.379 -1.294 5.339 -0.3 0.0 -0.1 1.023
C -3.077 -0.676 3.759 -0.1 0.1 0.2 -0.513
N -1.895 -0.189 3.598 -0.4 0.1 0.1 0.004
H 0.726 0.181 6.732 0.0 0.0 0.0 0.163
H 3.400 1.306 7.152 0.0 0.0 -0.1 0.111
H 5.161 2.436 5.837 0.0 0.0 0.0 0.104
H 4.898 2.816 3.415 0.0 0.0 0.0 0.105
H 2.838 2.060 2.222 0.0 0.0 0.0 0.111
H -1.433 -1.055 6.795 0.0 0.0 -0.1 0.076
H -3.832 -0.710 2.984 0.1 0.0 0.1 0.084
F -0.005 3.781 1.953 0.0 -0.2 0.0 -0.066
C -0.758 2.702 2.400 0.0 0.1 -0.2 -0.492
F -2.048 2.954 1.976 0.1 -0.1 0.0 -0.054
H -0.787 2.818 3.489 0.0 -0.1 0.1 0.084
```
Forces are in eV/Å.

=====

[3]
DFT (wB97M-V/def2-TZVPD) results for a molecular structure, C23H14F5N3PtS3Se.

* spin multiplicity: 1
* orbital gap: 7.135 eV
* HOMO energy: -7.77 eV
* energy relative to the best compared isomer or geometry (same formula, charge and spin): 3.4 kcal/mol
* DFT total energy: -143235.703 eV

XYZ file:
```
50
Properties=species:S:1:pos:R:3:forces:R:3:lowdin_charge:R:1
Pt 0.461 0.236 1.211 0.0 -0.1 0.1 0.771
S 3.373 0.357 4.677 0.0 0.0 0.0 0.551
C 2.352 0.272 3.416 0.0 0.0 0.0 -1.795
S 0.657 0.674 3.476 0.0 0.0 0.0 0.509
S 2.735 -0.137 1.768 0.0 0.0 0.0 0.468
N -0.369 1.998 -1.362 -0.1 0.0 0.1 0.135
C 0.104 0.766 -1.791 0.1 -0.1 0.0 -0.288
C -0.027 0.439 -3.141 0.0 0.0 0.0 0.006
C 0.519 -0.736 -3.599 0.0 0.0 -0.1 -0.038
C 1.230 -1.543 -2.720 0.0 0.0 0.0 -0.031
C 1.287 -1.171 -1.399 0.0 0.0 0.0 -0.103
N 0.683 -0.068 -0.923 0.0 0.0 0.0 -0.019
C 0.235 2.831 -0.426 0.1 0.1 0.0 -0.285
C 0.174 4.211 -0.624 0.0 0.0 0.0 0.005
C 0.808 5.039 0.274 0.0 0.0 0.0 -0.041
C 1.517 4.483 1.332 0.0 0.0 0.0 -0.032
C 1.511 3.117 1.474 0.0 0.0 0.0 -0.124
N 0.852 2.306 0.630 0.0 0.0 0.0 -0.020
H -0.859 2.505 -2.081 0.0 0.0 0.0 0.142
H -0.531 1.124 -3.811 0.0 0.0 0.0 0.119
H 0.425 -1.005 -4.643 0.0 0.0 0.0 0.117
H 1.716 -2.452 -3.038 0.0 0.0 0.0 0.114
H 1.819 -1.762 -0.672 0.0 -0.1 0.1 0.086
H -0.353 4.608 -1.481 0.0 0.0 0.0 0.118
H 0.768 6.112 0.140 0.0 0.0 0.0 0.117
H 2.050 5.094 2.045 0.0 0.0 0.0 0.116
H 2.018 2.627 2.292 0.0 0.0 0.0 0.067
Se -0.161 -1.976 2.119 0.0 0.1 0.0 0.751
C 0.457 -3.268 0.846 0.0 0.0 0.0 -0.629
C -0.423 -3.813 -0.084 0.0 0.0 0.0 -0.134
C 0.014 -4.789 -0.970 0.0 0.0 0.0 -0.086
C 1.333 -5.220 -0.935 0.0 0.0 0.0 -0.093
C 2.209 -4.694 0.006 0.0 0.0 0.0 -0.083
C 1.770 -3.732 0.905 0.0 0.0 0.0 -0.149
H -1.446 -3.461 -0.116 0.0 0.0 0.0 0.092
H -0.676 -5.210 -1.690 0.0 0.0 0.0 0.104
H 1.674 -5.978 -1.630 0.0 0.0 0.0 0.101
H 3.233 -5.043 0.050 0.0 0.0 0.0 0.105
H 2.443 -3.323 1.647 0.0 0.0 0.0 0.091
F -1.919 -1.117 -0.603 0.0 -0.1 0.1 0.050
C -2.417 -0.124 0.162 0.0 0.1 0.0 -0.265
C -1.591 0.606 1.002 0.0 0.1 0.0 -0.232
C -2.215 1.649 1.666 0.0 0.0 0.0 -0.247
F -1.511 2.462 2.479 0.0 0.0 0.0 0.035
C -3.562 1.949 1.532 0.0 0.0 0.0 -0.146
F -4.104 2.973 2.198 0.0 0.0 0.0 0.118
C -4.347 1.183 0.693 0.0 0.0 0.0 -0.142
F -5.644 1.456 0.543 0.0 0.0 0.0 0.124
C -3.765 0.140 -0.003 0.0 0.0 0.0 -0.146
F -4.507 -0.592 -0.841 0.0 0.0 0.0 0.115
```
Forces are in eV/Å.

=====

[4]
DFT (wB97M-V/def2-TZVPD) results for C5H8N2 in the gas phase.

* spin multiplicity: 1
* orbital gap (alpha / beta): 8.077 / 8.077 eV
* HOMO energy (alpha / beta): -7.81 / -7.81 eV
* energy relative to the best compared isomer or geometry (same formula, charge and spin): 79.9 kcal/mol
* SMILES string: CN1C=C=NCC1
* DFT total energy: -8291.533 eV

XYZ file:
```
15
Properties=species:S:1:pos:R:3:forces:R:3:lowdin_charge:R:1
C 0.155 0.582 1.913 0.0 0.0 0.1 -0.084
N -0.277 0.113 0.619 0.0 0.0 0.0 -0.224
C -1.279 0.791 -0.078 0.0 0.0 -0.1 -0.133
C -1.708 -0.040 -1.040 0.3 -0.4 -0.1 -0.087
N -1.276 -1.039 -1.636 -0.3 0.5 0.4 0.054
C 0.217 -0.982 -1.630 0.3 0.0 -0.1 -0.169
C 0.775 -0.336 -0.311 0.1 -0.1 0.0 -0.149
H 0.718 1.530 1.863 -0.1 -0.1 0.0 0.085
H 0.798 -0.170 2.383 -0.1 0.1 -0.1 0.084
H -0.722 0.726 2.548 0.1 0.0 -0.1 0.087
H -1.530 1.837 0.065 0.0 -0.2 0.0 0.104
H 0.557 -2.018 -1.717 0.0 0.2 0.0 0.100
H 0.584 -0.437 -2.504 -0.1 0.0 0.1 0.106
H 1.401 -1.065 0.213 -0.1 0.1 -0.1 0.111
H 1.418 0.518 -0.583 -0.1 -0.1 0.0 0.115
```
Forces are in eV/Å.

=====

[5]
DFT (wB97M-V/def2-TZVPD) results for 2 unconnected molecules or ions with the total composition C3H8NO2.

* spin multiplicity: 1
* orbital gap: 8.460 eV
* HOMO energy: -14.34 eV
* energy relative to the best compared isomer or geometry (same formula, charge and spin): 184.8 kcal/mol
* net charge: +1
* DFT total energy: -8811.937 eV

XYZ file:
```
14
Properties=species:S:1:pos:R:3:forces:R:3:lowdin_charge:R:1
C 1.184 -1.434 -0.505 -2.2 -3.3 -0.4 0.136
C 0.464 -0.523 -0.017 -1.4 1.4 0.8 0.059
C 0.274 0.826 0.520 0.0 -0.3 -0.7 -0.236
N 0.779 1.733 -0.513 -0.6 3.1 1.0 -0.004
O -2.406 -0.349 0.528 -1.4 1.7 1.4 -0.012
O -1.694 -1.015 -0.409 2.3 -4.1 1.0 -0.022
H 0.862 -2.474 -0.807 0.2 1.5 -0.1 0.157
H 2.159 -1.370 -0.166 2.5 0.4 0.3 0.103
H 0.879 0.834 1.427 -0.1 -0.1 0.5 0.146
H -0.820 0.985 0.805 1.4 -0.1 -0.3 0.153
H -1.435 -0.521 -1.154 -0.8 2.3 -1.6 0.105
H 1.767 1.566 -0.755 -0.7 0.2 0.4 0.091
H 0.675 2.777 -0.144 0.4 -2.9 -1.2 0.155
H -2.687 -1.036 1.188 0.5 0.3 -1.0 0.169
```
Forces are in eV/Å.

=====

[6]
DFT (wB97M-V/def2-TZVPD) results for a molecular structure, C24H45GaIP2.

* spin multiplicity: 1
* orbital gap (alpha / beta): 4.140 / 4.051 eV
* HOMO energy (alpha / beta): -10.64 / -10.49 eV
* energy relative to the best compared isomer or geometry (same formula, charge and spin): 9.2 kcal/mol
* net charge: +1
* DFT total energy: -104662.817 eV

XYZ file:
```
73
Properties=species:S:1:pos:R:3:forces:R:3:lowdin_charge:R:1
Ga -0.241 0.210 -0.005 -1.7 0.1 0.7 0.753
C -1.925 2.024 -2.190 2.9 -3.1 -1.3 -0.229
C -2.094 3.094 -1.281 -0.5 0.8 2.7 -0.181
C 0.030 2.288 -0.977 -0.7 1.9 0.6 -0.356
C -0.594 1.561 -2.082 -2.5 0.0 -0.6 -0.309
C -0.950 3.200 -0.461 1.3 -1.4 -0.3 -0.266
C -2.990 1.456 -3.032 -0.4 0.0 -0.6 -0.026
H -3.925 1.359 -2.471 0.1 0.0 -0.1 0.082
H -2.733 0.464 -3.415 0.0 0.2 0.1 0.085
H -3.185 2.106 -3.893 -0.1 -0.1 0.0 0.106
C 0.061 0.458 -2.837 0.4 -0.6 -0.5 -0.091
H -0.649 -0.017 -3.535 0.4 0.2 0.3 0.074
H 0.464 -0.374 -2.197 -0.3 0.6 -0.7 0.006
H 0.931 0.833 -3.403 -0.3 -0.2 0.0 0.106
C 1.483 2.255 -0.629 0.8 -0.2 0.2 -0.136
H 2.103 2.817 -1.350 -0.3 0.0 0.2 0.115
H 1.907 1.217 -0.630 -0.1 1.0 0.0 0.027
H 1.664 2.678 0.377 -0.1 -0.3 -0.6 0.055
C -0.834 3.929 0.817 0.2 0.9 0.4 -0.040
H -1.748 4.506 1.005 0.3 -0.1 0.1 0.081
H 0.016 4.626 0.786 -0.2 -0.1 0.2 0.097
H -0.694 3.246 1.673 -0.1 0.2 -0.3 0.083
C -3.306 3.937 -1.193 -0.3 0.1 0.2 0.000
H -3.225 4.803 -1.870 0.1 -0.2 0.1 0.122
H -3.452 4.331 -0.174 0.1 -0.2 -0.5 0.092
H -4.206 3.386 -1.500 0.3 0.1 0.1 0.094
C -1.777 -2.659 1.911 -0.4 0.6 -0.6 -0.163
C -3.101 -2.429 1.913 1.1 -0.1 -0.5 -0.215
C -3.922 -2.254 3.127 -0.4 0.2 1.0 -0.184
C -3.372 -1.335 4.294 -1.1 -0.6 0.3 -0.177
C -2.455 -0.213 4.001 1.0 0.3 -0.3 -0.216
C -1.134 -0.298 3.803 -0.5 0.5 -0.3 -0.174
C -0.300 -1.521 3.749 0.5 -1.1 0.1 -0.183
C -0.922 -2.821 3.109 0.9 0.1 0.7 -0.184
H -4.073 -3.237 3.601 -0.2 0.2 -0.2 0.123
H -2.951 -1.997 5.070 -0.1 0.3 -0.3 0.117
H -4.911 -1.877 2.830 0.3 -0.2 0.1 0.108
H -1.439 -3.377 3.898 0.0 0.0 -0.2 0.112
H -1.228 -2.674 0.961 -0.4 -0.3 0.1 0.081
H -3.628 -2.362 0.965 0.2 0.0 0.0 0.078
H -0.049 -3.419 2.799 -0.4 0.0 0.3 0.113
H 0.640 -1.285 3.211 -0.4 -0.1 0.3 0.101
H -0.569 0.612 3.602 -0.3 0.1 0.2 0.093
H 0.001 -1.808 4.779 0.0 0.2 -0.5 0.125
H -4.276 -0.858 4.716 0.3 -0.5 0.1 0.113
H -2.909 0.772 3.968 0.1 0.0 0.0 0.075
P 0.548 -3.113 -3.872 0.1 -0.7 -0.4 0.777
C 0.527 -3.177 -5.708 -0.1 0.4 -0.3 -0.327
H 0.516 -4.206 -6.086 0.0 0.1 0.1 0.043
H 1.408 -2.663 -6.107 -0.1 -0.1 0.0 0.035
H -0.360 -2.656 -6.082 0.1 -0.1 0.0 0.031
C 2.015 -4.191 -3.643 0.3 0.1 0.3 -0.332
H 1.923 -5.133 -4.198 0.0 0.2 0.1 0.045
H 2.132 -4.408 -2.575 0.1 -0.1 -0.2 0.031
H 2.910 -3.658 -3.981 -0.1 -0.1 0.1 0.034
C -0.736 -4.399 -3.596 -0.2 0.1 0.3 -0.329
H -0.546 -5.296 -4.200 0.0 0.2 0.2 0.044
H -1.716 -3.982 -3.856 0.1 -0.2 0.1 0.032
H -0.747 -4.665 -2.533 -0.1 -0.1 -0.2 0.030
P 4.209 1.755 1.352 0.8 0.1 0.5 0.793
C 4.414 3.376 2.191 -0.3 0.2 0.0 -0.319
H 5.378 3.446 2.710 -0.2 0.0 -0.1 0.045
H 3.605 3.512 2.917 0.1 0.1 0.0 0.033
H 4.347 4.181 1.451 0.0 0.0 0.2 0.035
C 4.759 0.701 2.750 -0.2 -0.3 0.1 -0.326
H 5.733 1.027 3.139 -0.2 -0.1 -0.1 0.043
H 4.833 -0.336 2.404 0.0 0.1 0.2 0.034
H 4.010 0.745 3.550 0.2 -0.1 -0.1 0.033
C 5.809 1.783 0.454 0.0 -0.1 -0.5 -0.320
H 6.660 1.896 1.136 -0.2 0.0 -0.1 0.044
H 5.816 2.607 -0.267 0.0 -0.1 0.1 0.036
H 5.924 0.847 -0.103 0.1 0.1 0.0 0.033
I -2.902 0.649 0.910 0.1 0.7 -1.0 0.632
```
Forces are in eV/Å.

=====

Calculated maximum force, 0.34 0.93 0.14 0.69 4.83 4.48 eV Å⁻¹ (same order as the records).